[1]
Here is the molecule C4H9NO2 from the Open Molecules 2025 dataset. Energies are from wB97M-V/def2-TZVPD.

Computed properties:
Total charge   0
Largest force on an atom   0.0250 Eh/bohr
ΔE to the lowest compared entry with this formula, charge and spin   140.58 kJ/mol
Gap between HOMO and LUMO   10.29 eV
M   103.1 g mol⁻¹

Each line ends with the Löwdin charge.
Cartesian coordinates (Å):
1 C -0.63 -2.06 -0.95  -0.049
2 N -0.48 -0.67 -0.53  -0.151
3 C -1.36 0.24 -1.00  -0.348
4 O -1.18 1.44 -1.01  0.023
5 C 0.82 -0.20 -0.03  -0.128
6 C 0.65 0.69 1.20  -0.253
7 O 1.85 0.67 1.95  -0.056
8 H 0.16 -2.66 -0.50  0.084
9 H -1.58 -2.46 -0.62  0.082
10 H -0.60 -2.16 -2.04  0.091
11 H -2.31 -0.17 -1.37  0.140
12 H 1.30 0.39 -0.83  0.135
13 H 1.41 -1.09 0.12  0.115
14 H 0.32 1.67 0.87  0.106
15 H -0.19 0.26 1.77  0.124
16 H 1.76 1.33 2.64  0.085

[2]
Here is the molecule C4H9NO2 from the Open Molecules 2025 dataset. Energies are from wB97M-V/def2-TZVPD.

Computed properties:
Total charge   0
Largest force on an atom   0.0081 Eh/bohr
ΔE to the lowest compared entry with this formula, charge and spin   16.48 kJ/mol
Gap between HOMO and LUMO   11.35 eV
M   103.1 g mol⁻¹

Each line ends with the Löwdin charge.
Cartesian coordinates (Å):
1 C 1.07 -1.67 1.75  -0.110
2 C 0.75 -1.15 0.36  -0.239
3 C -0.27 -0.02 0.39  -0.190
4 O -0.51 0.40 -0.96  -0.009
5 C -0.70 1.72 -1.15  -0.619
6 N -0.90 1.97 -2.48  0.171
7 O -0.70 2.56 -0.28  0.078
8 H 0.17 -2.06 2.25  0.074
9 H 1.81 -2.48 1.71  0.071
10 H 1.49 -0.88 2.38  0.076
11 H 1.66 -0.78 -0.13  0.114
12 H 0.36 -1.95 -0.27  0.112
13 H -1.22 -0.36 0.82  0.135
14 H 0.10 0.83 0.97  0.124
15 H -0.84 2.93 -2.77  0.109
16 H -0.65 1.26 -3.14  0.104

[3]
Here is the molecule C4H9NO2 from the Open Molecules 2025 dataset. Energies are from wB97M-V/def2-TZVPD.

Computed properties:
Total charge   0
Largest force on an atom   0.0547 Eh/bohr
ΔE to the lowest compared entry with this formula, charge and spin   112.04 kJ/mol
Gap between HOMO and LUMO   10.57 eV
M   103.1 g mol⁻¹

Each line ends with the Löwdin charge.
Cartesian coordinates (Å):
1 C 1.92 -0.10 0.97  -0.101
2 C 0.52 -0.60 0.62  -0.194
3 C -0.25 0.44 -0.24  -0.344
4 N 0.37 0.96 -1.46  0.065
5 C -1.61 -0.20 -0.58  -0.484
6 O -1.88 -0.86 -1.54  0.121
7 O -2.56 -0.04 0.42  0.082
8 H 1.94 0.97 1.18  0.073
9 H 2.69 -0.38 0.26  0.073
10 H 2.02 -0.39 2.03  0.076
11 H -0.12 -0.64 1.49  0.111
12 H 0.51 -1.47 -0.05  0.120
13 H -0.49 1.26 0.45  0.144
14 H 0.31 0.20 -2.12  0.072
15 H -0.27 1.68 -1.81  0.082
16 H -3.09 -0.82 0.38  0.104

> Which of these has the lowest largest force on an atom?

number 2

> What is the total charge in the third record?

0

What did the second record say?
Here is the molecule C4H9NO2 from the Open Molecules 2025 dataset. Energies are from wB97M-V/def2-TZVPD.

Computed properties:
Total charge   0
Largest force on an atom   0.0081 Eh/bohr
ΔE to the lowest compared entry with this formula, charge and spin   16.48 kJ/mol
Gap between HOMO and LUMO   11.35 eV
M   103.1 g mol⁻¹

Each line ends with the Löwdin charge.
Cartesian coordinates (Å):
1 C 1.07 -1.67 1.75  -0.110
2 C 0.75 -1.15 0.36  -0.239
3 C -0.27 -0.02 0.39  -0.190
4 O -0.51 0.40 -0.96  -0.009
5 C -0.70 1.72 -1.15  -0.619
6 N -0.90 1.97 -2.48  0.171
7 O -0.70 2.56 -0.28  0.078
8 H 0.17 -2.06 2.25  0.074
9 H 1.81 -2.48 1.71  0.071
10 H 1.49 -0.88 2.38  0.076
11 H 1.66 -0.78 -0.13  0.114
12 H 0.36 -1.95 -0.27  0.112
13 H -1.22 -0.36 0.82  0.135
14 H 0.10 0.83 0.97  0.124
15 H -0.84 2.93 -2.77  0.109
16 H -0.65 1.26 -3.14  0.104